Record 1
# C24H72N4O12

A cluster of 10 separate species, C24H72N4O12 in total in a non-equilibrium geometry (ωB97M-V/def2-TZVPD, OMol25).

Calculated values
HOMO energy (alpha / beta) = -11.199 / -11.152 eV
E_LUMO (alpha / beta) = -2.43 / -8.29 eV
Kohn-Sham gap (alpha / beta) = 0.3223 / 0.1051 hartree
E = -2078.88414 Eh
2S+1 = 2
⟨S²⟩ = 0.7557
Net charge = +1

The geometry in XYZ format:
```
112
C24H72N4O12 (ωB97M-V/def2-TZVPD)
O 1.46082 -4.90194 -0.68338
O -5.73893 1.86349 -2.08417
O -0.00273 -0.47433 0.22065
O 4.88075 0.90260 4.86574
O -1.47927 0.40984 -3.55478
O 0.63444 -4.05765 -5.31062
O -2.38111 -2.34245 0.11229
O -2.94211 4.12174 1.65406
O 0.26494 3.50476 0.02652
O 3.34021 1.15045 -3.32643
O -2.40737 -4.01041 2.59172
O -2.46007 1.62678 2.76066
N 1.13588 1.41699 5.42687
N -3.64655 0.14650 0.47666
N 0.98071 1.73646 -2.14260
N 2.66276 -1.81199 -2.38914
C 5.47424 0.33376 6.07683
C -0.09347 2.36197 -2.92507
C -4.61827 1.57668 -1.29291
C 3.33714 -0.69550 -1.62728
C 0.83981 -4.44821 -3.93233
C 2.37043 0.66832 5.30319
C 0.04679 -1.84880 0.56910
C 4.27677 -1.45601 -0.77221
C -0.70286 1.56182 -4.04919
C -4.86957 0.67575 -0.03918
C -1.81180 0.68092 3.53793
C -5.85864 3.26800 -2.56897
C -1.31251 -4.94743 2.64069
C -1.52915 4.20358 1.37076
C 2.11876 -0.35488 4.21497
C -1.12885 3.21022 0.26494
C -0.98661 -2.67664 -0.24784
C -5.67117 1.32219 1.18949
C 3.59953 1.57191 4.95881
C 4.00376 2.23656 -3.93252
C 0.43362 3.68036 -3.43414
C 4.20373 0.23454 -2.59749
C 2.19311 -4.95067 0.59288
C -2.05594 -0.26712 -4.61931
H 0.62304 1.10585 -1.43938
H 2.59636 -0.10219 -1.09124
H 3.81837 3.08585 -3.27493
H 4.73595 -0.40378 -3.30274
H -6.56199 1.62029 0.63661
H 4.78998 0.84397 -1.90974
H -0.31170 4.24589 -3.99343
H 5.70599 1.12519 6.78958
H 0.13761 -1.94612 1.65095
H -1.00388 -5.23642 1.63603
H 1.06540 -0.34564 3.93488
H -1.36063 2.21532 -4.62223
H -2.56847 1.31184 1.86030
H 3.80725 -2.20896 -0.13918
H -1.29550 5.22885 1.08381
H -0.92623 3.88005 2.21923
H 1.25476 3.51120 -4.13071
H -2.75481 -3.10683 0.55688
H -2.59313 0.10321 4.03178
H 1.01735 -2.17082 0.19175
H 6.33270 -0.26475 5.77196
H 2.21657 -1.35521 4.63671
H -0.83797 -0.20159 0.60744
H 1.07202 -3.21070 -5.42372
H -0.46105 -4.51545 3.16652
H -1.15505 2.16048 0.55725
H -4.30588 2.49877 -0.80276
H 4.93044 -0.92790 -0.07800
H -5.64668 3.88961 -1.69903
H -5.93812 0.62324 1.98215
H 0.64553 2.99620 -0.69328
H -0.89698 2.57845 -2.22107
H 5.08399 -1.98415 -1.27971
H 4.84430 -0.42536 6.54052
H 1.81678 -1.58654 -2.89272
H 2.21152 -2.40652 -1.70868
H 0.78455 -5.51130 -3.69800
H -0.71729 -2.44056 -1.27733
H -5.04651 2.17946 1.44051
H -1.54950 -5.89225 3.12982
H -5.10199 3.62003 -3.27013
H -3.90553 1.06755 -1.94168
H 1.69929 1.28048 -2.68649
H 3.57243 2.55169 -4.88265
H 2.49421 -3.92724 0.81652
H -1.20092 1.08795 4.34369
H -2.22068 -1.27569 -4.24019
H 5.07771 2.11051 -4.06989
H -6.86702 3.52822 -2.89078
H 1.81567 -4.01150 -3.71997
H 3.13483 -5.46661 0.40557
H 2.70785 -0.12732 3.32655
H 3.39673 2.19870 4.09041
H -1.50787 -0.34481 -5.55829
H 0.13719 1.30565 -4.69477
H 0.34082 0.93724 5.82414
H -2.91170 0.25890 -5.04249
H 0.25463 -3.92157 -3.17847
H 2.60786 0.04547 6.16562
H -2.99188 -0.06318 -0.26329
H -3.16795 -4.37662 3.04891
H 1.70898 -5.50153 1.39929
H -3.14150 3.22507 1.93301
H -5.52568 -0.06610 -0.49443
H 1.38816 2.08507 6.14110
H -1.19830 -0.04361 3.00241
H -0.76026 -3.73765 -0.14252
H -3.77130 -0.76983 0.88271
H 3.74096 2.34154 5.71761
H 0.73029 4.28526 -2.57728
H -1.90184 3.29711 -0.49863
H 1.24654 -5.77601 -1.01757
```

=====

Record 2
# C25H20AlN2O4S2

A structure of composition C25H20AlN2O4S2 (ωB97M-V/def2-TZVPD, OMol25).

Calculated values
HOMO energy = -4.806 eV
E_LUMO = 2.29 eV
Kohn-Sham gap = 0.2607 hartree
E = -2414.21052 Eh
Net charge = -1

The geometry in XYZ format:
```
54
C25H20AlN2O4S2 (ωB97M-V/def2-TZVPD)
S -2.02719 -1.60314 0.46451
S 1.59171 1.46084 0.59036
Al 0.17547 -1.36870 -0.12982
O 0.26980 -4.83245 -2.00022
O 2.66402 1.12117 -0.31904
O 0.23184 -2.75029 -1.26899
O 1.76902 1.25836 1.99861
N -0.24512 -0.14896 -1.84209
N 0.21635 0.72270 0.15965
C 0.50910 3.86354 1.27615
C 1.78089 3.83236 -0.77260
C -1.44512 0.87077 -3.60326
C 0.88434 -2.12480 2.59660
C -3.21708 -5.98716 -0.23572
C 1.68277 -2.57200 3.64646
C 1.39685 -1.93531 1.30760
C -3.98036 -5.09394 0.50862
C 3.56336 -2.66636 2.16457
C 0.68490 5.87037 -0.06317
C 3.02777 -2.84369 3.43406
C -1.57370 -4.22952 -0.62648
C 2.75363 -2.22164 1.12634
C -2.03303 -5.54031 -0.78511
C -0.28542 0.97771 -1.12995
C -1.47563 2.06051 -2.87333
C -0.83048 -0.22315 -3.03461
C -0.24646 -3.95395 -1.33508
C 1.47752 5.17277 -0.96926
C -3.54657 -3.79623 0.68280
C -2.34448 -3.31857 0.12594
C 1.28487 3.18303 0.34638
C -0.90595 2.12768 -1.61761
C 0.21255 5.20013 1.06486
C 0.32929 7.31494 -0.30181
H -4.13982 -3.10480 1.26962
H 2.39488 3.28363 -1.47405
H 1.11040 7.82882 -0.86298
H 0.14796 3.33938 2.15164
H 3.65407 -3.18940 4.24858
H -1.90495 0.79285 -4.57807
H -4.91435 -5.41052 0.95931
H -0.95868 3.02109 -1.01343
H 4.61219 -2.87267 1.98272
H -1.97355 2.93218 -3.28103
H -0.39055 5.73585 1.78985
H -0.59670 7.40193 -0.87528
H -1.40573 -6.20063 -1.36797
H -0.78561 -1.18876 -3.52370
H 0.18161 7.84537 0.63944
H 3.20534 -2.08786 0.14808
H -3.54005 -7.01065 -0.38066
H -0.16347 -1.92094 2.79248
H 1.86532 5.68547 -1.84275
H 1.25226 -2.70705 4.63283
```

=====

Record 3
# C2H5NO3

An isolated molecule of C2H5NO3 in a non-equilibrium geometry (ωB97M-V/def2-TZVPD, OMol25).

Calculated values
HOMO energy = -9.397 eV
E_LUMO = -0.46 eV
Kohn-Sham gap = 0.3284 hartree
E = -359.58839 Eh
Net charge = 0

The geometry in XYZ format:
```
11
C2H5NO3 (ωB97M-V/def2-TZVPD)
O -1.95521 -0.46274 -0.46051
O 0.44237 -0.05816 -1.49521
O 0.27503 1.54263 0.20437
N -1.49566 -0.69050 0.64763
C 0.71028 0.21514 -0.17585
C -0.05776 -0.67491 0.81885
H 0.11213 -0.31697 1.83738
H -0.55713 -0.09642 -1.58826
H 0.25885 -1.72090 0.76274
H 0.46913 2.14852 -0.52155
H 1.79796 0.11431 -0.02959
```

=====

Record 4
# C31H46P2Ru

A structure of composition C31H46P2Ru in a non-equilibrium geometry (ωB97M-V/def2-TZVPD, OMol25).

Calculated values
HOMO energy (alpha / beta) = -12.199 / -12.116 eV
E_LUMO (alpha / beta) = -6.02 / -7.24 eV
Kohn-Sham gap (alpha / beta) = 0.2271 / 0.1790 hartree
E = -1985.60812 Eh
2S+1 = 5
⟨S²⟩ = 6.0333
Net charge = +2

The geometry in XYZ format:
```
80
C31H46P2Ru (ωB97M-V/def2-TZVPD)
Ru 0.81671 -2.08603 -2.75323
P -1.96885 1.54461 -0.07742
P 0.99614 1.16237 0.09342
C -0.50573 -2.80788 -5.03061
C 0.05967 0.14123 -4.52441
C -2.52359 -0.10499 -0.48357
C 1.36394 -0.50573 3.53145
C 2.57310 0.95493 -0.90682
C -1.50961 1.49215 1.59878
C 0.72633 -2.80425 0.67321
C -1.30504 2.07168 2.66511
C -1.03506 2.75534 4.99921
C -1.58355 -1.41750 3.28355
C -1.00952 5.09822 5.56386
C 1.59464 0.17461 -4.43472
C -1.80043 -3.42798 0.86251
C 1.62155 -2.08370 1.50328
C -0.96649 3.76028 5.96811
C 3.08417 -1.97163 1.33277
C 1.09912 -3.55876 -0.53803
C 0.87811 -1.48854 2.56880
C -0.84987 -2.16100 -3.72027
C 1.95849 -2.41084 -4.28586
C 1.58966 2.51736 1.18337
C -1.15789 3.09098 3.63530
C -0.51332 -0.79248 -3.47720
C 2.18736 -1.06669 -3.81495
C -0.56434 -2.72330 1.29279
C -3.37139 2.62205 -0.26223
C 0.98996 -2.70790 -5.40051
C -1.17838 4.45983 3.25546
C -0.45721 2.00139 -0.96924
C -0.47951 -1.89570 2.43535
C -1.11104 5.45356 4.20916
H 1.38218 -4.59060 -0.26908
H 2.58795 2.37007 1.65030
H 1.62870 3.44022 0.58443
H -0.29756 1.16481 -4.29240
H -1.09080 -0.25814 -2.71336
H -3.38321 -0.39570 0.12519
H -2.60454 -2.74268 0.55096
H 0.27329 -3.62761 -1.29000
H -0.83728 -3.86074 -4.96975
H -1.72093 -0.81625 -0.29087
H -4.28838 2.06556 -0.48964
H 1.27937 -3.67112 -5.83900
H 2.87166 -3.03129 -4.24655
H 1.90441 1.01234 -3.77678
H -1.74161 -2.52907 -3.20557
H -2.83127 -0.17231 -1.52705
H -1.59359 -4.10175 0.02433
H -0.99476 5.87227 6.32865
H -2.48339 -2.02807 3.15145
H 3.58777 -2.56623 2.10501
H -0.29949 -0.09799 -5.54500
H 0.98324 0.50637 3.30945
H -3.21793 3.30438 -1.10057
H -0.32946 3.09668 -0.93476
H 3.18071 -0.88690 -3.38911
H -3.52341 3.21245 0.65126
H 3.50311 1.07465 -0.29622
H 3.45281 -0.94392 1.40451
H -1.09424 -2.40062 -5.87422
H 2.66511 -0.07876 -1.29967
H 1.02314 -0.73525 4.55198
H -2.18811 -4.01953 1.70771
H 1.97459 -3.14019 -1.05683
H -1.25865 4.74467 2.18348
H -1.03113 1.70217 5.28218
H -1.83589 -0.38278 3.04120
H 2.46144 -0.45208 3.54394
H -0.89099 3.49373 7.02559
H -1.28513 -1.40839 4.33231
H 0.89568 2.67090 2.02569
H 2.07184 0.39196 -5.41255
H -1.14130 6.51213 3.91637
H 3.40173 -2.37011 0.36728
H 2.63147 1.60128 -1.80635
H -0.55312 1.73634 -2.04162
H 1.10783 -1.95056 -6.17277
```

=====

> Which of these has the highest E?

C2H5NO3

=====

> Among the records above, which one has the lowest E?

C25H20AlN2O4S2

=====

> Among the records above, which one has the lowest E?

C25H20AlN2O4S2

=====

> What is the formula in the third record?

C2H5NO3